Formula: C5H9N
Source: the Open Molecules 2025 dataset
Level of theory: ωB97M-V with the def2-TZVPD basis set

The SMILES is C1CC1N1CC1. For the HOMO energy, the calculation gives -8.95 eV. The relative energy (zero: lowest compared OMol25 entry of this formula, charge and spin) is 2.2138 eV. Its HOMO-LUMO gap is 10.27 eV. For the molecular weight, the calculation gives 83.1 g mol⁻¹. The lowest unoccupied orbital energy is 1.32 eV.

```
! RIJCOSX wB97M-V def2-TZVPD def2/J DEFGRID3
* xyz 0 1
C -0.4182 1.3816 1.3984
C 0.6289 -0.2721 -0.0893
H 1.1887 -0.5483 0.8056
C 0.2259 -1.3788 -1.0070
H -1.6450 -0.4384 1.1852
C 1.3294 -0.4279 -1.4032
H 1.0929 0.3114 -2.1608
H 2.3532 -0.7916 -1.4208
H -0.7295 -1.2779 -1.5126
C -1.5034 0.5721 0.8037
H 0.1675 0.9167 2.1908
H 0.4970 -2.3956 -0.7389
N -0.2832 0.8391 0.0612
H -0.5059 2.4608 1.4758
H -2.3984 1.0489 0.4118
*
```

Formula: C5H11NO
Source: the Open Molecules 2025 dataset
Level of theory: ωB97M-V with the def2-TZVPD basis set

The SMILES is OC[C@@H]1CCCN1. For the HOMO energy, the calculation gives -9.11 eV. The relative energy (zero: lowest compared OMol25 entry of this formula, charge and spin) is 1.8414 eV. Its HOMO-LUMO gap is 10.09 eV. For the molecular weight, the calculation gives 101.1 g mol⁻¹. The lowest unoccupied orbital energy is 0.98 eV.

```
! RIJCOSX wB97M-V def2-TZVPD def2/J DEFGRID3
* xyz 0 1
H -0.3146 -1.6174 1.4275
H -1.1927 1.6503 0.6082
C -1.0103 1.2180 -0.3663
O -2.2813 1.5367 -1.0791
H 1.9559 0.5315 -0.9332
H 0.2105 -1.6931 -1.3626
C 1.3291 -0.4195 0.9578
N 0.2300 -0.6830 -1.2581
C -0.1845 -0.5762 1.1462
C -0.8076 -0.2931 -0.2803
H 1.9094 -1.2290 1.3903
H 2.3059 -1.1453 -0.8583
H -0.5940 0.1386 1.8519
H -0.3141 1.7308 -1.0200
H -1.6570 -0.9474 -0.4224
C 1.5279 -0.4169 -0.6160
H 1.8363 0.5098 1.2250
H -2.9489 1.7050 -0.4104
*
```

Formula: C28H40N7SSi2Ti
Source: the Open Molecules 2025 dataset
Level of theory: ωB97M-V with the def2-TZVPD basis set

For the HOMO energy (alpha / beta), the calculation gives -2.63 / -3.26 eV. The relative energy (zero: lowest compared OMol25 entry of this formula, charge and spin) is 0.1333 eV. Its HOMO-LUMO gap (alpha / beta) is 4.98 / 5.61 eV. For the molecular weight, the calculation gives 610.8 g mol⁻¹. The lowest unoccupied orbital energy (alpha / beta) is 2.35 / 2.34 eV.

```
! RIJCOSX wB97M-V def2-TZVPD def2/J DEFGRID3
* xyz -1 3
H 2.3769 1.1724 4.1581
H 1.0615 -3.9438 1.6204
H -3.8268 2.0647 1.5125
C 3.3253 0.6593 1.2865
C 4.8847 -1.0992 0.6591
H -4.6969 6.2222 2.0907
C -1.2642 3.1849 -1.8962
C 1.8093 -3.7171 0.8552
C -4.4003 4.1071 1.8507
H 2.5859 -3.6289 -2.1247
C -0.8723 0.4944 3.3364
C 1.9288 2.5450 1.9608
C -0.8782 2.2931 -0.8602
N 3.0097 1.6082 2.2147
C -1.2817 -5.5955 -2.1718
H 2.2204 3.5258 2.3478
H 1.0040 2.2371 2.4525
H 1.7464 2.6198 0.8912
C 2.3149 -2.5944 -1.8848
C 5.7236 0.9010 1.7715
C 0.1332 1.9711 -3.4271
N -0.0216 1.2516 -1.1474
N 4.5737 0.0884 1.4248
Ti 0.2968 -0.1526 0.4874
H -5.3770 3.8459 2.2398
H -1.9737 3.9708 -1.6772
H -3.4120 -5.6409 -2.4733
C 0.4520 1.1249 -2.3969
H -4.0920 -2.0463 0.7675
H -1.1774 -0.3709 5.1282
H -2.3347 -0.1772 -2.5011
H -2.7460 -2.1963 1.9121
N 2.4947 0.3334 0.3457
H 2.9408 -0.2011 -0.3901
H 6.3576 1.0603 0.8910
H 1.8800 -2.1536 -2.7874
H 4.0211 -1.7591 0.6196
H 2.1264 -4.6652 0.4045
H -2.0860 1.0293 4.8483
H 0.7866 -5.2815 -1.7457
C -0.3945 -3.5847 -1.1323
C -2.9151 -0.3485 -1.5901
H -2.4544 6.7989 1.2036
N -1.2229 0.5317 4.6830
H 3.7466 2.3080 4.0554
C -2.2770 3.4167 0.9289
C -1.6928 -3.0551 -1.0600
H 6.3257 0.4124 2.5420
C 3.3016 1.4065 3.6229
H -3.2033 0.6307 -1.1942
H -3.8326 -0.8781 -1.8689
Si 1.0337 -2.5209 -0.4369
C -2.7645 -3.8145 -1.5452
H 0.5428 1.8112 -4.4143
H -1.1188 -6.5780 -2.6022
C -1.3640 2.3462 0.4676
H -3.7738 -3.4147 -1.4888
C -0.2125 -4.8568 -1.6890
H 3.9868 0.5737 3.7530
H -0.9196 5.0055 0.4735
C -3.1708 -1.5706 1.1235
C -0.7653 3.0280 -3.1552
H 5.4002 1.8692 2.1414
N -0.9695 1.3408 1.2630
Si -1.9093 -1.3205 -0.2884
C -2.5690 -5.0697 -2.0992
H 1.1106 0.2759 -2.5497
C -3.5369 3.1047 1.4393
H -3.4328 -0.6070 1.5718
H 2.6702 -3.2901 1.3792
S 0.2647 -0.7623 2.8758
H 3.2500 -2.0596 -1.6812
C -1.9031 4.7573 0.8554
C -2.7665 5.7633 1.2678
H -1.0706 3.7023 -3.9464
C -4.0201 5.4413 1.7663
H 5.7013 -1.6294 1.1510
H 5.1998 -0.8643 -0.3667
N -1.3879 1.4043 2.5792
*
```

Formula: C13H20BrN4O9SSn
Source: the Open Molecules 2025 dataset
Level of theory: ωB97M-V with the def2-TZVPD basis set

For the HOMO energy, the calculation gives -11.59 eV. Its HOMO-LUMO gap is 9.03 eV. For the molecular weight, the calculation gives 607.0 g mol⁻¹. The lowest unoccupied orbital energy is -2.56 eV.

```
! RIJCOSX wB97M-V def2-TZVPD def2/J DEFGRID3
* xyz 1 1
H 0.5174 -5.4204 -0.2879
O -0.5469 -1.0742 2.9685
H -0.9009 3.0533 -3.4544
C -2.2762 -1.9363 0.4060
H -2.5943 -2.1187 1.4414
H -1.9328 -5.0507 1.5877
H 1.2494 -3.7994 -0.1831
C -1.6206 0.7034 -1.7531
N -0.7800 -3.8893 0.2807
N -1.9324 1.3176 -2.8851
H 3.6520 0.1764 0.8392
H 0.8682 -4.7003 1.2971
O -0.4581 0.6967 -1.3307
C -3.2546 1.4651 -3.4463
O 1.6121 -0.0563 3.0069
C 4.7527 2.0232 0.5966
C -2.7343 0.0288 -0.9439
O -2.2466 -0.5349 0.2540
O -1.1240 2.6784 3.7191
H -2.9932 -2.3838 -0.2922
C 2.2832 3.0554 0.3249
H -3.4545 0.8030 -0.6458
C -0.8853 1.9781 -3.6408
H 6.5132 3.7847 0.4078
C 3.3393 3.9327 0.2426
N -0.5670 1.6761 3.4093
H 0.0755 1.5801 -3.3236
N 2.3943 1.7519 0.5187
O -0.1780 0.8783 4.4104
H -3.4285 2.5206 -3.6617
H -2.8218 -4.4003 0.2025
H 5.7236 1.5704 0.7241
O 0.8396 -1.3135 4.9685
C 0.5427 -4.4893 0.2759
H -1.6822 -5.7288 -0.0242
Sn 0.2006 0.3716 1.0654
C -0.8864 -2.5668 0.2603
S 0.5178 -0.5692 3.8211
Br 0.4997 3.6713 0.1623
C -1.8700 -4.8060 0.5261
C 4.6307 3.4030 0.3816
H -3.3292 0.9107 -4.3850
H -4.0212 1.1173 -2.7650
H 3.1960 4.9882 0.0879
C 3.6156 1.2455 0.6579
O 0.1174 -1.8488 0.1300
H -1.0377 1.7932 -4.7030
H -3.2476 -0.7230 -1.5536
O 5.6637 4.2350 0.3053
*
```

Formula: C44H34O2P3S2Sn
Source: the Open Molecules 2025 dataset
Level of theory: ωB97M-V with the def2-TZVPD basis set

For the HOMO energy, the calculation gives -4.42 eV. The relative energy (zero: lowest compared OMol25 entry of this formula, charge and spin) is 0.2963 eV. Its HOMO-LUMO gap is 6.99 eV. For the molecular weight, the calculation gives 870.5 g mol⁻¹. The lowest unoccupied orbital energy is 2.57 eV.

```
! RIJCOSX wB97M-V def2-TZVPD def2/J DEFGRID3
* xyz -1 1
H -2.3168 7.1122 2.9261
H -0.5923 6.7875 4.6741
C 0.8353 -4.5776 -1.3775
P -2.0069 2.4410 1.2073
C -2.1529 5.1110 2.1795
H 6.6294 2.8122 -1.5357
C -0.2148 4.7474 4.1229
C -3.5148 4.8424 -2.4651
C 4.2611 0.6943 -2.7107
C 3.8287 -3.6966 -3.5810
C 2.3256 -3.6120 2.1522
H -6.6523 0.2247 3.6626
C 5.1253 1.8503 -0.3431
C -0.8545 5.9723 4.0102
C 2.4561 -1.8633 -2.8219
C 1.7048 -1.9511 -3.9834
C 2.0085 -1.3565 0.0469
H 3.5527 0.7319 0.5952
S 0.5226 0.5057 -2.0513
H 3.6225 -4.5989 3.5499
H 0.8762 -1.2663 -4.1235
C 2.6258 -4.5573 3.1286
H 5.8622 1.7702 -3.6455
H 3.3022 -4.5317 -5.4910
C -2.1936 4.4347 -2.3329
H -0.8485 -5.5841 -4.1363
H 0.5654 4.5897 4.8566
C 5.3504 1.5544 -2.7156
H -0.3968 -6.0650 3.3730
C 2.0097 -2.9117 -4.9433
C -3.8117 2.0512 3.3597
C -0.5553 3.6936 3.2871
H -4.0925 0.7106 0.2672
P 0.6727 -2.3421 0.2977
C 0.3684 -5.3806 3.0282
C 1.6518 -5.4432 3.5623
C 0.1676 2.3594 3.3948
H -5.1611 1.6911 4.9841
H -0.9329 -4.3746 1.6507
C 4.0434 0.9806 -0.3378
H 1.8870 -6.1819 4.3188
C -4.4412 4.4966 -1.4911
C -4.3407 0.9457 1.2967
H -2.1328 -3.5363 -3.6075
C -0.9559 -3.0560 -1.8816
C 0.1096 -3.4274 -1.0677
H -5.4749 4.8042 -1.5931
H 1.6760 -4.8641 -0.7557
H -4.7782 3.5006 0.3752
C -2.7223 3.3589 -0.2276
C -1.5393 3.8651 2.2996
H 5.4548 2.3004 0.5849
H -1.4670 4.6821 -3.0965
P 2.0938 -0.6516 -1.4932
H 3.9230 0.2506 -3.6399
C 0.0688 -4.4365 2.0611
S -1.0233 -1.3492 0.9483
O -0.5848 1.3612 3.1456
C -5.4698 0.3885 1.8772
H -1.5063 -2.1535 -1.6486
H -3.1529 2.6788 3.9457
C 3.5990 0.3986 -1.5222
H -2.9040 5.2732 1.4165
C -1.8211 6.1546 3.0316
H 3.0662 -2.9069 1.7928
H 4.6542 -4.3794 -3.4204
C 3.5186 -2.7473 -2.6219
H -3.8233 5.4198 -3.3279
C 3.0699 -3.7814 -4.7450
C -5.7746 0.6633 3.2040
C -0.5815 -4.9812 -3.2768
C 5.7818 2.1379 -1.5318
H 4.0904 -2.6815 -1.7029
C -3.5107 1.7982 2.0253
Sn 0.5324 0.6765 0.8703
C -4.0470 3.7612 -0.3804
H 1.0642 -6.2404 -2.7096
C -1.3029 -3.8346 -2.9789
C 0.4915 -5.3515 -2.4753
C -4.9395 1.4884 3.9436
H -6.1056 -0.2693 1.2977
O 1.3729 2.3603 3.6377
H 1.4104 -2.9840 -5.8427
H -0.7782 3.3511 -1.1441
C 1.0477 -3.5500 1.6156
C -1.8051 3.6926 -1.2271
*
```

Formula: C4H11N2O
Source: the Open Molecules 2025 dataset
Level of theory: ωB97M-V with the def2-TZVPD basis set

For the HOMO energy, the calculation gives -14.81 eV. The relative energy (zero: lowest compared OMol25 entry of this formula, charge and spin) is 2.4436 eV. Its HOMO-LUMO gap is 11.64 eV. For the molecular weight, the calculation gives 103.1 g mol⁻¹. The lowest unoccupied orbital energy is -3.17 eV.

```
! RIJCOSX wB97M-V def2-TZVPD def2/J DEFGRID3
* xyz 1 1
H 0.6215 0.5774 -2.7240
N -0.5609 -0.7945 2.6291
O -0.4153 -1.5692 0.5384
C -0.1115 -0.6332 1.3565
H -0.2593 -0.2325 3.3475
N -0.8167 -0.5474 -1.6792
H -0.8575 -1.7661 3.0223
H -0.2745 1.4864 0.7450
H -0.5120 -1.3309 -0.6721
H -0.7527 -1.1064 -2.5718
H 2.0307 -0.1045 -0.3879
H 1.0349 1.1909 1.5465
H -0.4427 1.6738 -1.4701
C 0.3047 0.6280 0.7323
C 1.0513 0.6024 -0.4810
H 1.6390 1.5098 -0.6389
H -1.8229 -0.2790 -1.5640
C 0.1438 0.6950 -1.7288
*
```

Formula: CH2IO2S
Source: the Open Molecules 2025 dataset
Level of theory: ωB97M-V with the def2-TZVPD basis set

For the HOMO energy (alpha / beta), the calculation gives -2.88 / -2.88 eV. The relative energy (zero: lowest compared OMol25 entry of this formula, charge and spin) is 1.8617 eV. Its HOMO-LUMO gap (alpha / beta) is 5.01 / 5.01 eV. For the molecular weight, the calculation gives 205.0 g mol⁻¹. The lowest unoccupied orbital energy (alpha / beta) is 2.12 / 2.12 eV.

```
! RIJCOSX wB97M-V def2-TZVPD def2/J DEFGRID3
* xyz -1 1
C 0.6257 -0.3835 0.7942
S 1.1823 5.1374 0.4292
H -0.4172 -0.1926 1.0983
H 0.4249 -0.5844 -0.1978
I 1.3095 1.7665 0.5711
O -0.1702 5.7366 0.4699
O 1.8248 5.1461 -0.8895
*
```

Formula: C51H63N4O3OsS
Source: the Open Molecules 2025 dataset
Level of theory: ωB97M-V with the def2-TZVPD basis set

For the HOMO energy (alpha / beta), the calculation gives -15.52 / -15.55 eV. The relative energy (zero: lowest compared OMol25 entry of this formula, charge and spin) is 0.2118 eV. Its HOMO-LUMO gap (alpha / beta) is 5.20 / 5.22 eV. For the molecular weight, the calculation gives 1002.4 g mol⁻¹. The lowest unoccupied orbital energy (alpha / beta) is -10.32 / -10.33 eV.

```
! RIJCOSX wB97M-V def2-TZVPD def2/J DEFGRID3
* xyz 3 1
H 2.3122 3.4131 5.3002
H 4.0321 5.8434 1.1139
C -1.7400 -5.1793 -1.5490
H 6.4779 -1.7292 -1.5021
C -2.7479 6.2679 -2.9120
H -1.2900 6.2716 -1.3372
H -4.2557 -4.1880 -1.1955
C -1.7898 5.6844 -2.0957
C 5.3485 -3.9467 -0.0659
H -1.4495 -4.2874 3.5068
H -6.8461 -0.5121 -3.2642
C -1.5749 -1.2446 1.6529
C -0.9408 -0.8546 0.4721
C -2.4663 -3.1500 0.4990
C 1.8442 3.1735 1.2322
C -2.7466 -1.9486 4.1482
C -3.0695 4.1828 -4.0680
O 2.2705 -0.6338 -1.4948
H 2.0405 0.8763 5.1854
H -5.0371 -3.2605 3.6000
H -3.0443 -4.6367 4.1873
C -2.5212 -4.2845 3.2991
C 0.9755 1.0248 5.3752
H 0.4280 0.1591 4.9975
C 2.8830 -1.3776 -0.6320
C -4.9605 -0.4173 -4.2752
H 0.9047 4.4711 5.0304
H 1.8095 4.3220 -1.3619
C -1.9020 -2.8356 -0.7167
H 2.1043 -1.0321 1.4212
C 1.5588 3.2143 2.5774
C -3.0145 -2.8655 2.9543
N -0.1472 0.2336 0.2817
C -3.3973 1.1507 -3.3819
H 4.6972 4.1112 -0.4841
H -4.0210 -4.3871 -2.9313
H -2.7207 -4.9962 2.4973
H -4.9217 -1.9281 2.4409
C -5.8688 -0.0490 -3.2937
C -2.2245 -3.7627 -1.9060
C -4.5346 -2.9160 2.6968
H 7.5914 -1.7343 -3.6991
H 0.8268 1.0711 6.4535
C 1.2300 3.5024 5.4147
C 3.7428 -2.4577 1.1363
C 0.3239 1.1872 1.1405
H 6.3657 -3.6435 0.1792
H -1.9560 -2.4137 -3.6034
H 5.0440 -4.7317 0.6221
C -1.4655 4.3444 -2.2510
C 5.7868 -2.1452 -4.7899
N -1.1283 1.4274 -1.9492
H -3.0018 7.3109 -2.7800
C -1.0216 2.5080 5.0239
H -1.6803 -1.8989 4.3834
C -3.7087 0.1808 -4.3230
H -4.1155 5.9859 -4.5425
H -3.2571 -2.3427 5.0253
H 1.0170 3.4909 6.4823
C -2.3248 -2.3947 1.6928
C -2.1306 3.6114 -3.2223
H 2.5333 5.7570 2.0344
H 3.5589 -2.4141 3.2456
H -3.0754 -4.0423 0.5451
H 5.1494 -2.9270 2.6681
O -0.4428 -1.2618 -1.7949
C 1.2099 2.1429 0.4779
H -0.7091 3.8793 -1.6329
C 3.3428 5.1608 1.6079
C 4.0286 3.3985 -0.0021
H -0.5346 0.6026 3.0295
C 0.7146 2.2917 3.2465
Os 0.5275 0.4155 -1.5549
C 4.5415 -2.1852 -2.3224
C 3.7921 -2.4061 -3.4697
C -5.5403 0.9290 -2.3589
H 5.3370 -4.3409 -1.0778
H -6.2604 1.2298 -1.6099
H 6.2718 -2.1302 -5.7561
C 5.9097 -1.9393 -2.3994
H -2.2341 -5.5658 -0.6573
N 4.4144 -2.8358 0.0384
C 2.8163 4.1570 0.5793
H 2.0205 3.9938 3.1654
H 3.7304 2.6679 -0.7494
H -4.1363 -2.7618 -2.2385
C -4.3000 1.5413 -2.3995
C 4.4217 -2.3802 -4.7033
H -1.1761 2.5819 6.0997
H -5.2255 -1.1634 -5.0123
H -0.6619 -5.1906 -1.3775
C -3.3787 5.5229 -3.9007
C -1.6190 -3.3932 -3.2643
H -1.4954 -0.6491 2.5425
C 0.4872 2.3446 4.7446
H -4.7909 -3.6075 1.8935
H 3.8881 4.6662 2.4140
H 1.2356 5.4794 -0.1395
C -1.0862 -1.6668 -0.7430
C 2.7801 -1.5413 0.7616
H -1.9461 -4.1310 -3.9969
C 2.1110 4.9590 -0.5350
H -2.9952 -0.0879 -5.0929
H 2.7326 -2.6138 -3.3930
H -1.8020 1.5895 -1.2044
O 1.3917 2.0036 -0.8015
H -3.1296 -0.9400 3.9739
H -1.4037 3.4192 4.5611
H -0.5318 -3.4115 -3.2423
H -3.5596 3.6021 -4.8398
H 3.8481 -2.5643 -5.6014
S -1.7469 1.8585 -3.4216
H -1.9608 -5.8561 -2.3741
N 3.8999 -2.1851 -1.0463
C 0.1026 1.2964 2.5121
H -1.6035 1.6604 4.6581
H 2.8010 5.7047 -0.9283
C 6.5292 -1.9269 -3.6365
C -3.7563 -3.7721 -2.0711
H 4.5833 2.8910 0.7892
H 3.7842 -4.0356 2.5814
H -4.0624 2.3342 -1.6985
C 4.0771 -2.9884 2.4817
*
```